# 1
The following is a quantum chemistry calculation of one molecule with the formula C4H4O4 at a distorted geometry, from OMol25.

Computed properties:
net charge	0
ΔE to the lowest compared entry with this formula, charge and spin	65.1	kcal per mole

XYZ file:
```
12
Properties=species:S:1:pos:R:3:forces:R:3
O -2.85305 -1.22651 -0.30918 1.7 2.6 -0.4
C -2.00913 -0.33073 -0.16875 -1.9 -2.2 2.1
O -2.40096 0.94321 0.06576 0.4 3.5 1.5
C -0.61383 -0.71492 0.01596 5.2 -0.3 -0.3
C 0.48463 0.13957 -0.16182 -3.3 -7.6 1.4
C 1.83755 -0.36639 -0.05599 -0.1 -0.7 -0.2
O 2.07575 -1.52501 0.13619 0.7 0.2 -0.1
O 2.78046 0.55727 -0.32099 0.9 1.0 0.7
H -1.95182 1.78529 0.66272 -1.0 -4.4 -2.6
H -0.26226 -1.81746 0.27314 -1.4 2.3 -0.9
H 0.35652 1.08166 -0.11780 -1.0 6.8 -0.6
H 2.55615 1.47404 -0.01924 0.0 -1.3 -0.6
```
Positions in Å, forces in eV/Å.

So, what does the natural (NBO) scheme give us? The charges, in e, come out as: -0.513 0.723 -0.729 -0.200 -0.284 0.738 -0.534 -0.675 0.535 0.275 0.173 0.492

=====

# 2
The following is a quantum chemistry calculation of C4H4O4 as an isolated structure, from OMol25.

Computed properties:
net charge	0
ΔE to the lowest compared entry with this formula, charge and spin	100.0	kcal per mole

XYZ file:
```
12
Properties=species:S:1:pos:R:3:forces:R:3
C -1.33368 -0.75082 0.13302 0.3 0.0 0.1
C -0.15799 -0.64088 1.20372 0.2 -0.3 -0.6
C 0.25179 0.87761 -1.96120 0.5 0.5 0.4
C 1.02210 1.44886 -1.19255 -0.2 -0.1 -0.7
O -0.84429 -0.87818 -1.01380 0.0 0.1 0.3
O -0.21789 -1.42401 2.24395 0.0 0.3 0.0
O -2.45728 -0.70720 0.58361 0.0 0.0 0.1
O 0.87180 0.06171 1.03231 -0.2 0.2 -0.2
H 0.58862 -1.33167 2.78412 -0.1 0.0 -0.1
H -0.38634 0.45550 -2.70105 -0.1 -0.1 0.1
H 1.74927 2.23299 -1.11702 0.0 0.0 0.1
H 0.91390 0.65607 0.00488 -0.3 -0.6 0.7
```
Positions in Å, forces in eV/Å.

So, what does the natural (NBO) scheme give us? The charges, in e, come out as: 0.701 0.746 0.125 -0.539 -0.719 -0.596 -0.612 -0.633 0.500 0.264 0.287 0.477

=====

# 3
The following is a quantum chemistry calculation of C4H4O4P as an isolated structure at a distorted geometry, from OMol25.

Computed properties:
net charge	+1
electronic energy	-796.8062	a.u.

XYZ file:
```
13
Properties=species:S:1:pos:R:3:forces:R:3
C 0.22950 -0.77832 2.41496 -0.4 1.4 -0.3
C -0.95310 -0.15172 2.18309 2.6 -1.5 1.5
C 0.93727 0.76697 -1.74952 0.7 -0.4 2.0
C -0.27562 0.67948 -2.61825 -0.4 -0.9 1.6
O 0.73141 -1.29322 1.21394 0.0 -0.7 0.7
O -1.30571 -0.25267 0.88143 -1.7 0.3 -0.7
O 0.88593 0.43707 -0.53738 0.9 1.2 -2.7
O -1.25839 0.16343 -2.09260 1.3 1.2 -2.0
P -0.26221 -1.03762 -0.00043 0.2 -0.7 -0.1
H 0.92300 -0.76410 3.26625 -0.7 -0.3 -0.5
H -1.61581 0.20872 2.92764 -0.6 0.6 0.1
H 1.89060 0.99183 -2.28148 -0.3 0.1 0.8
H 0.07314 1.03015 -3.60766 -1.7 -0.3 -0.5
```
Positions in Å, forces in eV/Å.

So, what does the natural (NBO) scheme give us? The charges, in e, come out as: 0.057 0.062 0.410 0.315 -0.743 -0.728 -0.540 -0.399 1.674 0.257 0.248 0.200 0.188

=====

# 4
The following is a quantum chemistry calculation of a 2-piece molecular cluster, C4H4O4S overall at a distorted geometry, from OMol25.

Computed properties:
net charge	-2
ΔE to the lowest compared entry with this formula, charge and spin	30.8	kcal per mole

XYZ file:
```
13
Properties=species:S:1:pos:R:3:forces:R:3
C -1.00167 -0.62668 -1.13613 1.8 -2.4 3.0
C -0.81503 0.50624 -0.52786 3.3 1.1 1.9
C -0.83221 1.96732 -1.12625 -0.5 -0.4 -0.2
C 0.98857 0.11080 0.97265 -4.3 -0.5 -0.6
O -1.71920 2.80753 -0.82474 0.4 -0.8 0.2
O 1.29422 -2.55019 0.84915 -1.2 1.8 0.9
O 0.09386 2.07796 -1.95986 0.0 0.3 0.2
O 1.24490 -1.41121 3.07050 0.1 0.2 0.6
S 0.54128 -1.51194 1.75368 1.1 -1.1 -1.3
H -0.58022 -1.63784 -0.78775 -0.7 1.6 -0.3
H -1.59998 -0.64455 -1.93948 -2.2 -0.2 -3.3
H 0.84644 1.02979 1.53862 0.7 -0.3 -0.2
H 1.53904 -0.11722 0.11746 1.5 0.5 -1.1
```
Positions in Å, forces in eV/Å.

So, what does the natural (NBO) scheme give us? The charges, in e, come out as: -0.556 0.013 0.697 -0.622 -0.787 -1.090 -0.763 -1.087 1.399 0.215 0.163 0.205 0.213

=====

# 5
The following is a quantum chemistry calculation of one molecule with the formula C4H4O5 at a distorted geometry, from OMol25.

Computed properties:
net charge	0
ΔE to the lowest compared entry with this formula, charge and spin	12.7	kcal per mole

XYZ file:
```
13
Properties=species:S:1:pos:R:3:forces:R:3
O 1.37027 -1.08078 -1.97530 0.0 0.4 0.8
C 1.18928 -0.75430 -0.83105 -0.8 -0.7 -1.0
O 2.05142 -0.06129 -0.09866 0.2 0.0 0.5
C -0.10754 -1.14059 -0.11561 0.6 0.3 0.0
O -0.25985 -0.65461 1.22626 0.1 -0.3 0.1
C -1.12923 -0.13528 0.21847 1.2 -0.1 0.1
C -0.89977 1.30179 -0.16851 -1.0 0.0 -0.2
O -1.47402 1.73251 -1.13010 0.6 0.2 0.4
O -0.11358 2.03358 0.63803 -0.2 0.3 -0.6
H 1.74212 -0.11436 0.82645 0.2 0.2 -0.3
H -0.39728 -2.16631 -0.29033 -0.1 -0.1 0.0
H -2.13253 -0.49050 0.29035 -0.7 0.1 -0.1
H 0.16069 1.53013 1.41001 0.0 -0.3 0.1
```
Positions in Å, forces in eV/Å.

So, what does the natural (NBO) scheme give us? The charges, in e, come out as: -0.534 0.745 -0.643 -0.039 -0.510 -0.037 0.746 -0.527 -0.650 0.494 0.229 0.231 0.495

=====

# 6
The following is a quantum chemistry calculation of one molecule with the formula C4H4OS2 at a distorted geometry, from OMol25.

Computed properties:
net charge	0
ΔE to the lowest compared entry with this formula, charge and spin	104.2	kcal per mole

XYZ file:
```
11
Properties=species:S:1:pos:R:3:forces:R:3
C 0.12228 -0.10247 -0.96762 0.2 0.8 1.4
C 0.98455 -0.19107 -2.42918 -1.5 -0.5 2.6
C -0.18815 1.15376 -0.21847 1.2 1.4 -4.0
C 0.35014 -1.29291 -0.11819 -0.7 -1.2 0.5
O -1.29974 0.36693 -0.44807 1.0 -0.7 -2.4
S 2.21024 -1.27197 -2.16350 -1.2 1.2 0.2
S 2.02422 -1.85553 -0.12153 1.2 0.1 0.2
H 0.07837 1.35843 0.78954 0.4 0.1 0.7
H -0.03272 1.96522 -1.05626 -0.6 -0.6 2.2
H -0.14149 -1.31073 0.89377 0.9 0.5 -1.0
H -0.10402 -2.08221 -0.66374 -1.0 -1.0 -0.3
```
Positions in Å, forces in eV/Å.

So, what does the natural (NBO) scheme give us? The charges, in e, come out as: 0.123 -0.242 -0.098 -0.608 -0.477 0.356 0.073 0.191 0.185 0.274 0.223

=====

# 7
The following is a quantum chemistry calculation of a 2-piece molecular cluster, C4H4OS2 overall at a distorted geometry, from OMol25.

Computed properties:
net charge	0
ΔE to the lowest compared entry with this formula, charge and spin	54.2	kcal per mole

XYZ file:
```
11
Properties=species:S:1:pos:R:3:forces:R:3
C 1.32466 0.54646 -0.31877 0.1 -0.1 0.1
C -0.01813 0.30644 -0.62086 0.4 -0.4 0.2
C 1.77938 -0.57463 0.33266 0.0 0.5 -0.3
C -0.30732 -0.96559 -0.11224 -1.7 -0.3 -0.3
O 0.80833 -1.48263 0.45635 0.6 -0.4 0.4
S -2.91305 1.69881 0.16609 -0.2 0.2 -0.1
S -1.73762 -1.84716 -0.08400 0.6 0.5 -0.1
H 1.88866 1.42924 -0.53915 0.2 0.1 0.0
H -0.71144 0.94432 -1.12809 -0.1 0.0 -0.1
H 2.74291 -0.82591 0.73051 0.1 -0.1 0.1
H -2.85637 0.77066 1.11750 0.0 -0.2 0.2
```
Positions in Å, forces in eV/Å.

So, what does the natural (NBO) scheme give us? The charges, in e, come out as: -0.320 -0.214 0.172 0.052 -0.408 -0.114 0.033 0.238 0.246 0.210 0.104

=====

# 8
The following is a quantum chemistry calculation of one molecule with the formula C4H4OS3 at a distorted geometry, from OMol25.

Computed properties:
net charge	0
ΔE to the lowest compared entry with this formula, charge and spin	56.8	kcal per mole

XYZ file:
```
12
Properties=species:S:1:pos:R:3:forces:R:3
S -3.08130 0.79663 -0.70830 0.5 -0.2 -0.1
C -1.74369 -0.09345 -0.64157 0.8 -0.9 -1.2
C -1.02778 -0.44441 0.60259 -2.5 2.0 2.7
O -0.13180 -1.48507 0.61155 1.0 -1.7 -0.4
C 0.42654 -0.23379 0.87062 -0.6 1.4 -0.9
C 1.31279 0.52341 -0.10762 -1.4 1.7 1.6
S 1.34099 2.19806 0.10480 0.4 -2.3 -0.6
S 2.08756 -0.57271 -1.11023 1.1 -0.2 -0.8
H -1.27150 -0.62637 -1.53154 -0.7 0.9 0.7
H -1.78560 -0.30191 1.49795 1.8 -0.6 -1.4
H 0.81042 -0.04749 1.84908 -0.3 -0.1 0.9
H 3.06337 0.28711 -1.43735 0.0 0.0 -0.4
```
Positions in Å, forces in eV/Å.

So, what does the natural (NBO) scheme give us? The charges, in e, come out as: 0.120 -0.308 -0.002 -0.459 -0.001 -0.332 -0.003 0.198 0.208 0.206 0.224 0.148

=====

- Which of these has the lowest net charge?
  C4H4O4S

=====

- Look up the net charge of the fourth one.
  -2